A cluster of 2 separate species, C3H5NO in total. Source: the OMol25 dataset; level of theory: the ωB97M-V functional and the def2-TZVPD basis.

Calculated values
HOMO level (alpha / beta)	-0.32206 / -0.32238	hartree
energy	-247.11334	Eh
gap between HOMO and LUMO (alpha / beta)	8.635 / 8.641	eV
LUMO energy (alpha / beta)	-0.129 / -0.131	eV
energy relative to the best compared isomer or geometry (same formula, charge and spin)	509.1	kJ/mol

Last columns: bonded neighbours and bond lengths (Å).
Positions of all 10 atoms, in Å:
1 C -1.149 0.964 -0.025  O2 1.243, H6 1.104, H7 1.092
2 O -0.611 0.582 -1.079  C1 1.243
3 C 0.741 -0.739 -0.703  C4 1.442, H9 1.083, H10 1.086
4 C 0.965 -0.358 0.670  C3 1.442, N5 1.217, H8 1.223
5 N 1.897 -1.078 0.975  C4 1.217
6 H -1.937 0.352 0.447  C1 1.104
7 H -1.070 2.027 0.212  C1 1.092
8 H 0.153 0.414 1.159  C4 1.223
9 H 1.372 -0.395 -1.514  C3 1.083
10 H 0.062 -1.556 -0.931  C3 1.086